No. 1
{
  "formula": "C5H11N2S",
  "method": "ωB97M-V/def2-TZVPD",
  "elements": ["C", "C", "C", "C", "C", "N", "N", "S", "H", "H", "H", "H", "H", "H", "H", "H", "H", "H", "H"],
  "xyz": [[1.225, -2.600, 1.187], [-0.742, -1.297, 2.551], [-0.078, -0.949, 0.113], [0.630, 0.359, -1.884], [-0.427, 1.667, -0.081], [0.870, -1.871, 0.226], [0.361, 0.393, -0.449], [0.613, -2.416, 2.786], [2.053, -3.312, 1.249], [-0.721, -0.518, 3.389], [-1.741, -1.715, 2.406], [-1.044, -1.356, -0.339], [-0.393, 0.209, -2.287], [1.265, 1.150, -2.289], [1.160, -0.517, -2.271], [0.220, 2.453, 0.154], [-1.050, 1.968, -0.823], [-0.912, 1.550, 0.817], [1.248, 0.581, -0.050]],
  "total_charge": 1,
  "de_lowest_ev": 4.813,
  "orbital_gap_ev": [8.40, 8.40]
}

No. 2
{
  "formula": "C52H102O11Si2",
  "method": "ωB97M-V/def2-TZVPD",
  "elements": ["C", "C", "O", "C", "C", "C", "C", "C", "Si", "C", "C", "C", "O", "O", "Si", "C", "C", "O", "C", "C", "O", "C", "C", "C", "C", "C", "C", "C", "C", "C", "C", "C", "C", "C", "C", "H", "H", "H", "H", "H", "H", "H", "H", "H", "H", "H", "H", "H", "H", "H", "H", "H", "H", "H", "H", "H", "H", "H", "H", "H", "H", "H", "H", "H", "H", "H", "H", "H", "H", "H", "H", "H", "H", "H", "H", "H", "H", "H", "H", "H", "H", "H", "H", "H", "H", "H", "H", "H", "H", "C", "C", "C", "O", "C", "H", "H", "H", "H", "H", "H", "H", "H", "C", "C", "C", "O", "C", "H", "H", "H", "H", "H", "H", "H", "H", "C", "C", "C", "O", "C", "H", "H", "H", "H", "H", "H", "H", "H", "C", "C", "C", "O", "C", "H", "H", "H", "H", "H", "H", "H", "H", "C", "C", "C", "O", "C", "H", "H", "H", "H", "H", "H", "H", "H", "C", "C", "C", "O", "C", "H", "H", "H", "H", "H", "H", "H", "H"],
  "xyz": [[-0.539, 1.642, -5.186], [-1.985, 2.365, -5.300], [-2.984, 1.330, -5.114], [-3.491, 1.300, -3.761], [-4.811, 0.405, -3.563], [-4.884, -0.903, -4.493], [-4.539, -2.231, -3.649], [-3.241, -3.033, -4.147], [-1.591, -2.070, -4.047], [-0.205, -3.326, -4.588], [0.483, -2.939, -5.992], [1.317, -4.259, -6.473], [1.489, -1.922, -5.707], [-1.148, -1.520, -2.464], [-1.699, -2.555, -1.189], [-1.259, -4.408, -1.396], [-2.264, -5.361, -0.524], [-3.317, -4.615, 0.128], [-4.393, -5.463, 0.588], [-4.254, -5.810, 2.173], [-5.050, -4.899, 3.005], [-4.094, -3.966, 3.563], [-3.930, -2.517, 2.992], [-2.866, -1.504, 3.553], [-1.909, -1.887, 4.747], [-0.775, -0.855, 5.302], [-0.641, -1.161, 6.872], [0.589, -1.285, 4.505], [-1.303, 0.611, 4.928], [-0.605, 1.829, 5.703], [-1.235, 2.108, 7.184], [-0.981, 3.168, 4.847], [0.995, 1.782, 5.757], [-2.105, -3.327, 5.320], [-3.164, -4.342, 4.764], [0.228, 2.422, -5.558], [-0.300, 1.287, -4.123], [-0.447, 0.749, -5.889], [-2.093, 3.207, -4.516], [-2.121, 2.754, -6.379], [-2.720, 0.992, -2.969], [-3.795, 2.389, -3.501], [-4.882, 0.175, -2.431], [-5.719, 1.089, -3.778], [-4.266, -0.844, -5.452], [-5.987, -0.990, -4.837], [-5.438, -2.950, -3.787], [-4.539, -1.944, -2.545], [-3.090, -4.052, -3.648], [-3.414, -3.259, -5.273], [-1.609, -0.944, -4.987], [-0.606, -4.414, -4.618], [0.617, -3.330, -3.783], [-0.251, -2.586, -6.796], [2.209, -4.402, -5.753], [0.613, -5.150, -6.249], [1.641, -4.207, -7.563], [2.172, -2.341, -5.130], [-0.997, -2.102, 0.038], [-3.122, -2.288, -0.936], [-0.205, -4.620, -0.970], [-1.309, -4.809, -2.462], [-2.697, -6.157, -1.241], [-1.655, -5.900, 0.297], [-5.397, -4.912, 0.413], [-4.459, -6.425, -0.035], [-3.129, -5.700, 2.409], [-4.594, -6.907, 2.274], [-4.615, -2.251, 2.112], [-2.832, -0.496, 3.025], [-0.045, -2.148, 6.964], [-1.688, -1.397, 7.276], [-0.072, -0.376, 7.470], [0.819, -0.530, 3.683], [1.417, -1.344, 5.313], [0.438, -2.356, 4.141], [-2.427, 0.639, 5.174], [-1.212, 0.801, 3.790], [-2.337, 1.822, 7.260], [-0.586, 1.647, 8.016], [-1.164, 3.251, 7.339], [-2.106, 3.397, 4.994], [-0.426, 4.058, 5.311], [-0.696, 3.053, 3.748], [1.349, 1.505, 4.689], [1.479, 2.773, 6.116], [1.419, 0.948, 6.433], [-1.457, -3.693, 6.183], [-3.251, -5.395, 5.204], [3.775, 4.577, 9.255], [2.631, 5.429, 9.749], [1.932, 5.798, 8.457], [2.142, 4.711, 7.543], [3.143, 3.840, 8.092], [4.182, 3.905, 10.014], [4.586, 5.218, 8.895], [1.963, 4.828, 10.376], [2.948, 6.300, 10.326], [2.369, 6.698, 8.012], [0.860, 5.962, 8.593], [2.642, 2.925, 8.427], [3.867, 3.578, 7.318], [7.066, 7.012, 5.491], [5.679, 7.120, 4.899], [4.810, 6.633, 6.041], [5.487, 6.984, 7.258], [6.823, 7.397, 6.936], [7.804, 7.649, 5.000], [7.415, 5.976, 5.434], [5.451, 8.168, 4.676], [5.545, 6.540, 3.984], [4.700, 5.544, 6.021], [3.814, 7.084, 6.031], [6.879, 8.483, 7.073], [7.529, 6.923, 7.622], [-3.168, 7.464, -5.500], [-2.523, 6.105, -5.343], [-1.221, 6.453, -4.647], [-1.476, 7.617, -3.850], [-2.750, 8.161, -4.220], [-4.251, 7.424, -5.628], [-2.740, 7.981, -6.364], [-3.138, 5.475, -4.692], [-2.374, 5.578, -6.287], [-0.439, 6.706, -5.371], [-0.857, 5.643, -4.010], [-3.452, 7.951, -3.406], [-2.667, 9.243, -4.339], [-4.961, 3.605, 2.059], [-5.174, 2.295, 1.333], [-3.764, 1.937, 0.906], [-2.881, 2.484, 1.895], [-3.625, 3.376, 2.737], [-5.758, 3.853, 2.762], [-4.877, 4.422, 1.334], [-5.556, 1.542, 2.031], [-5.869, 2.364, 0.494], [-3.512, 2.394, -0.057], [-3.609, 0.858, 0.832], [-3.752, 2.889, 3.710], [-3.062, 4.301, 2.881], [4.843, -7.741, -8.696], [4.973, -6.482, -9.522], [3.600, -5.858, -9.365], [3.113, -6.247, -8.073], [3.963, -7.278, -7.552], [5.799, -8.148, -8.361], [4.326, -8.514, -9.275], [5.733, -5.827, -9.084], [5.241, -6.665, -10.564], [2.901, -6.241, -10.115], [3.624, -4.768, -9.435], [4.561, -6.842, -6.743], [3.353, -8.083, -7.138], [6.311, -5.753, -3.751], [6.443, -4.494, -4.579], [5.071, -3.869, -4.423], [4.583, -4.255, -3.131], [5.431, -5.286, -2.607], [7.266, -6.160, -3.414], [5.794, -6.525, -4.329], [7.204, -3.840, -4.141], [6.711, -4.679, -5.621], [4.372, -4.253, -5.174], [5.097, -2.779, -4.495], [6.029, -4.850, -1.800], [4.820, -6.090, -2.193]],
  "orbital_gap_ev": 8.77
}

No. 3
{
  "formula": "C4H12N3O",
  "method": "ωB97M-V/def2-TZVPD",
  "elements": ["N", "C", "N", "C", "C", "N", "C", "O", "H", "H", "H", "H", "H", "H", "H", "H", "H", "H", "H", "H"],
  "xyz": [[1.778, -0.855, -1.054], [0.580, -1.663, -1.518], [-0.639, -1.716, -0.723], [-1.259, -0.481, -0.232], [-0.842, 0.150, 1.107], [0.411, 0.867, 0.970], [0.123, 2.377, 0.714], [-0.950, 2.763, 1.403], [1.469, 0.057, -0.752], [2.200, -1.276, -0.202], [0.376, -1.210, -2.485], [0.881, -2.700, -1.667], [-0.479, -2.448, -0.054], [-1.014, 0.285, -1.005], [-2.350, -0.566, -0.309], [-1.632, 0.760, 1.538], [-0.648, -0.613, 1.916], [1.061, 0.857, 1.807], [-0.067, 2.435, -0.418], [1.000, 2.976, 0.964]],
  "total_charge": -1,
  "de_lowest_ev": 2.245,
  "orbital_gap_ev": 6.55
}

No. 4
{
  "formula": "BH8NOPSn",
  "method": "ωB97M-V/def2-TZVPD",
  "elements": ["N", "B", "O", "P", "H", "H", "H", "H", "H", "H", "H", "H", "Sn"],
  "xyz": [[1.670, -1.133, 0.578], [0.740, 0.090, 0.444], [1.276, 1.453, 0.630], [-1.102, -0.322, -0.024], [2.651, -0.789, 0.791], [1.640, -1.557, -0.398], [1.347, 1.819, -0.320], [-1.129, 0.820, -0.920], [-1.625, 0.521, 1.021], [-1.068, -1.456, 0.909], [-0.547, -1.153, -1.098], [-2.427, -0.744, -0.462], [-1.427, 2.450, -1.150]],
  "total_charge": 1,
  "orbital_gap_ev": 4.83
}

No. 5
{
  "formula": "C5H5NO",
  "method": "ωB97M-V/def2-TZVPD",
  "elements": ["O", "C", "C", "C", "C", "C", "N", "H", "H", "H", "H", "H"],
  "xyz": [[1.911, 0.375, -0.475], [0.602, 0.868, -0.497], [-0.438, -0.271, -0.335], [0.039, -0.875, 2.161], [-0.136, -1.107, 0.892], [-1.795, 0.294, -0.287], [-2.845, 0.779, -0.252], [2.098, 0.077, 0.426], [0.425, 1.628, 0.277], [0.455, 1.335, -1.475], [-0.371, -0.916, -1.215], [0.056, -2.187, 0.780]],
  "de_lowest_ev": 4.467,
  "orbital_gap_ev": 10.11
}

No. 6
{
  "formula": "C3H2Cl2IrO4Ru",
  "method": "ωB97M-V/def2-TZVPD",
  "elements": ["Ir", "Ru", "Cl", "Cl", "C", "C", "C", "O", "O", "O", "O", "H", "H"],
  "xyz": [[0.090, 0.252, -5.624], [-0.065, 0.669, -1.993], [-0.361, 1.901, -3.986], [0.306, -0.885, -3.629], [0.001, -0.694, -0.808], [-0.267, 1.271, -7.151], [0.619, -1.107, -6.781], [-0.048, -1.634, -0.099], [-0.422, 1.829, -8.166], [0.968, -1.877, -7.589], [-0.170, 2.215, -0.572], [-0.967, 2.073, -0.020], [0.615, 2.136, 0.004]],
  "total_charge": 4,
  "multiplicity": 10,
  "de_lowest_ev": 5.822,
  "orbital_gap_ev": [6.61, 5.93]
}

E for the records above, in order: -704.41370 -3448.76392 -399.07461 -714.79690 -323.35554 -1533.62495 Eh